Entry one
{
  "formula": "C3H11N2",
  "method": "ωB97M-V/def2-TZVPD",
  "charge": 2,
  "e_lumo_ha": [-0.3650, -0.5204],
  "multiplicity": 2,
  "orbital_gap_ha": [0.447, 0.289],
  "e_homo_ev": [-22.1, -22.0],
  "s2": 0.759,
  "species": ["N", "N", "C", "C", "C", "H", "H", "H", "H", "H", "H", "H", "H", "H", "H", "H"],
  "positions_angstrom": [[1.164, 0.238, 0.497], [-1.465, 0.514, -0.075], [1.362, 0.305, 1.756], [2.168, -0.443, -0.376], [-2.221, -0.277, -1.103], [2.254, -0.174, 2.165], [-0.466, 0.163, 0.078], [1.691, -1.123, -1.086], [-1.552, 1.486, -0.396], [-1.959, 0.407, 0.811], [-1.560, -0.638, -1.881], [-3.076, 0.341, -1.414], [0.817, 0.925, 2.477], [-2.710, -1.138, -0.657], [2.915, -0.876, 0.264], [2.638, 0.290, -1.061]]
}

Entry two
{
  "formula": "C3H11N2",
  "method": "ωB97M-V/def2-TZVPD",
  "charge": 2,
  "e_lumo_ha": [-0.2553, -0.5302],
  "multiplicity": 2,
  "orbital_gap_ha": [0.448, 0.173],
  "e_homo_ev": [-19.1, -19.1],
  "s2": 0.753,
  "species": ["N", "N", "C", "C", "C", "H", "H", "H", "H", "H", "H", "H", "H", "H", "H", "H"],
  "positions_angstrom": [[-1.324, 1.345, 2.079], [-0.059, 2.547, 0.322], [0.371, -2.834, -1.700], [1.850, -2.534, -1.312], [-1.059, 1.855, 0.853], [-1.659, 1.341, 0.013], [0.121, -2.418, -2.742], [2.694, -2.866, -1.985], [0.206, -3.888, -1.581], [-0.874, 1.733, 2.977], [0.010, 2.540, -0.714], [0.445, 3.241, 0.835], [-0.345, -2.081, -1.155], [-2.080, 0.715, 2.062], [2.093, -2.968, -0.267], [2.094, -1.515, -1.300]]
}

The structure with the most favorable energy is entry two; the runner-up is 0.0038 hartree above it.

Entry one
{
  "formula": "C3H11N2",
  "method": "ωB97M-V/def2-TZVPD",
  "charge": 2,
  "e_lumo_ha": [-0.2974, -0.5668],
  "multiplicity": 2,
  "orbital_gap_ha": [0.426, 0.157],
  "e_homo_ev": [-19.7, -19.7],
  "s2": 0.753,
  "species": ["N", "N", "C", "C", "C", "H", "H", "H", "H", "H", "H", "H", "H", "H", "H", "H"],
  "positions_angstrom": [[0.440, -1.849, 0.697], [-1.859, -2.300, 0.695], [0.682, 2.518, -0.051], [-0.814, -1.668, 0.209], [0.776, 1.372, -1.098], [-1.844, -2.681, 1.619], [1.772, 1.634, -1.635], [-0.021, 1.349, -1.881], [0.628, -2.490, 1.424], [1.555, 2.493, 0.651], [0.771, 0.412, -0.545], [-0.925, -0.758, -0.462], [-0.219, 2.307, 0.550], [1.135, -1.261, 0.291], [0.509, 3.461, -0.487], [-2.586, -2.539, 0.024]]
}

Entry two
{
  "formula": "C3H11N2",
  "method": "ωB97M-V/def2-TZVPD",
  "charge": 2,
  "e_lumo_ha": [-0.2910, -0.5186],
  "multiplicity": 2,
  "orbital_gap_ha": [0.532, 0.307],
  "e_homo_ev": [-22.4, -22.5],
  "s2": 0.754,
  "species": ["N", "N", "C", "C", "C", "H", "H", "H", "H", "H", "H", "H", "H", "H", "H", "H"],
  "positions_angstrom": [[-0.532, -0.849, -0.102], [-0.699, 1.824, -0.729], [0.684, -0.214, -0.722], [0.552, 1.302, -0.285], [-0.135, -1.782, 1.194], [-0.985, -1.467, -0.748], [0.680, -0.303, -1.812], [-0.158, -2.836, 0.886], [0.655, 1.523, 0.823], [1.666, -0.702, -0.163], [-1.249, -0.131, 0.271], [-0.903, -1.570, 1.960], [-0.711, 2.389, -1.626], [-1.065, 2.359, 0.032], [1.379, 1.944, -0.550], [0.821, -1.487, 1.571]]
}

The structure with the most favorable energy is entry two; the runner-up is 0.0210 hartree above it.

Entry one
{
  "formula": "C6H8",
  "method": "ωB97M-V/def2-TZVPD",
  "charge": 0,
  "e_lumo_ha": 0.0416,
  "orbital_gap_ha": 0.381,
  "e_homo_ev": -9.2,
  "species": ["C", "C", "C", "C", "C", "C", "H", "H", "H", "H", "H", "H", "H", "H"],
  "positions_angstrom": [[-0.080, -1.147, 0.370], [0.463, -0.642, 1.440], [-0.114, 0.230, -1.839], [-0.658, 1.137, -0.773], [1.184, -0.112, 2.383], [-0.821, -0.349, -0.641], [-1.548, 1.717, -1.000], [-1.816, -0.745, -0.820], [0.050, 1.641, -0.120], [-0.628, 0.186, -2.795], [2.195, 0.126, 2.063], [-0.009, -2.224, 0.231], [0.819, 0.076, 3.389], [0.964, 0.106, -1.890]]
}

Entry two
{
  "formula": "C6H8",
  "method": "ωB97M-V/def2-TZVPD",
  "charge": 0,
  "e_lumo_ha": 0.0169,
  "orbital_gap_ha": 0.315,
  "e_homo_ev": -8.1,
  "species": ["C", "C", "C", "C", "C", "C", "H", "H", "H", "H", "H", "H", "H", "H"],
  "positions_angstrom": [[-1.067, -0.323, 0.661], [1.052, 0.749, -0.017], [1.680, -0.597, 0.259], [-0.401, 1.010, 0.353], [-0.015, 0.527, -1.031], [-0.350, -0.905, -0.574], [-0.130, 0.981, -2.008], [-0.756, 1.994, 0.641], [-2.143, -0.275, 0.467], [-0.867, -1.637, -1.198], [1.468, -0.899, 1.305], [1.719, 1.605, -0.077], [-0.897, -0.796, 1.634], [0.704, -1.434, -0.414]]
}

The structure with the most favorable energy is entry one; the runner-up is 0.1323 hartree above it.

Entry one
{
  "formula": "C6H8",
  "method": "ωB97M-V/def2-TZVPD",
  "charge": 0,
  "e_lumo_ha": -0.0004,
  "orbital_gap_ha": 0.354,
  "e_homo_ev": -9.7,
  "species": ["C", "C", "C", "C", "C", "C", "H", "H", "H", "H", "H", "H", "H", "H"],
  "positions_angstrom": [[-1.809, 0.111, 0.345], [0.686, 0.868, 0.000], [-0.343, 0.007, 0.683], [-1.020, -1.078, -0.113], [1.962, 0.263, -0.525], [0.365, 2.131, -0.088], [-0.102, -0.232, 1.717], [2.496, -0.258, 0.277], [-0.780, -1.148, -1.170], [-2.104, 0.839, -0.403], [-2.523, -0.023, 1.152], [1.726, -0.468, -1.307], [2.626, 1.021, -0.948], [-1.182, -2.032, 0.380]]
}

Entry two
{
  "formula": "C6H8",
  "method": "ωB97M-V/def2-TZVPD",
  "charge": 0,
  "e_lumo_ha": 0.0426,
  "orbital_gap_ha": 0.407,
  "e_homo_ev": -9.9,
  "species": ["C", "C", "C", "C", "C", "C", "H", "H", "H", "H", "H", "H", "H", "H"],
  "positions_angstrom": [[0.725, -0.143, 0.728], [-0.260, 0.516, -0.221], [1.891, -0.716, 0.044], [2.869, -1.148, -0.510], [-1.584, 0.973, 0.319], [-1.518, -0.196, -0.626], [1.079, 0.595, 1.458], [0.207, 1.148, -0.974], [-1.987, 1.914, -0.044], [0.215, -0.928, 1.302], [3.744, -1.537, -0.981], [-1.696, -1.189, -0.220], [-1.799, 0.770, 1.366], [-1.886, -0.060, -1.639]]
}

Entry three
{
  "formula": "C6H8",
  "method": "ωB97M-V/def2-TZVPD",
  "charge": 0,
  "e_lumo_ha": 0.0301,
  "orbital_gap_ha": 0.362,
  "e_homo_ev": -9.0,
  "species": ["C", "C", "C", "C", "C", "C", "H", "H", "H", "H", "H", "H", "H", "H"],
  "positions_angstrom": [[-0.027, -0.405, 0.192], [-0.659, 0.954, 0.018], [-0.247, -1.163, 1.256], [-1.687, 1.355, 0.771], [1.807, -0.164, -1.442], [0.712, -0.807, -1.050], [0.222, -2.141, 1.343], [0.288, -1.597, -1.661], [-2.278, 0.604, 1.280], [-0.671, -0.881, 2.210], [2.395, -0.474, -2.296], [2.204, 0.668, -0.875], [-0.092, 1.656, -0.580], [-1.969, 2.396, 0.834]]
}

The structure with the most favorable energy is entry three; the runner-up is 0.0141 hartree above it.

Entry one
{
  "formula": "C6H8",
  "method": "ωB97M-V/def2-TZVPD",
  "charge": 0,
  "e_lumo_ha": 0.0258,
  "orbital_gap_ha": 0.314,
  "e_homo_ev": -7.8,
  "species": ["C", "C", "C", "C", "C", "C", "H", "H", "H", "H", "H", "H", "H", "H"],
  "positions_angstrom": [[-0.033, 0.845, 1.028], [0.415, 0.578, -1.224], [0.611, -1.073, 0.526], [0.629, 1.422, -0.210], [-0.329, -0.597, -0.599], [-1.257, 0.144, 0.382], [-1.948, 0.858, -0.074], [-1.797, -0.517, 1.069], [-0.705, -1.363, -1.289], [1.188, 2.352, -0.215], [0.213, -1.881, 1.149], [0.637, -0.103, 1.476], [1.667, -1.215, 0.277], [0.748, 0.638, -2.256]]
}

Entry two
{
  "formula": "C6H8",
  "method": "ωB97M-V/def2-TZVPD",
  "charge": 0,
  "e_lumo_ha": [0.0087, 0.0110],
  "orbital_gap_ha": [0.293, 0.269],
  "e_homo_ev": [-7.7, -7.0],
  "species": ["C", "C", "C", "C", "C", "C", "H", "H", "H", "H", "H", "H", "H", "H"],
  "positions_angstrom": [[-0.654, 1.427, 0.635], [-0.229, -0.636, -0.538], [0.620, -0.477, 0.977], [-0.128, 0.590, 1.607], [0.610, -0.915, -1.636], [-0.721, 0.769, -0.589], [-1.122, 2.391, 0.815], [-1.135, 1.187, -1.499], [0.475, -1.779, -2.279], [1.423, -0.236, -1.879], [1.584, -0.148, 0.594], [-0.420, 0.613, 2.653], [0.731, -1.416, 1.526], [-1.034, -1.368, -0.385]]
}

The structure with the most favorable energy is entry two; the runner-up is 0.0539 hartree above it.

Entry one
{
  "formula": "C6H8",
  "method": "ωB97M-V/def2-TZVPD",
  "charge": 0,
  "e_lumo_ha": [0.0334, 0.0239],
  "orbital_gap_ha": [0.300, 0.257],
  "e_homo_ev": [-7.3, -6.3],
  "species": ["C", "C", "C", "C", "C", "C", "H", "H", "H", "H", "H", "H", "H", "H"],
  "positions_angstrom": [[-0.568, -0.171, 0.261], [0.879, 0.410, 0.113], [2.016, 0.365, -0.730], [-0.625, -1.357, -0.481], [-1.606, 0.962, 0.156], [2.246, -0.025, 0.530], [-0.367, -2.260, 0.052], [-0.817, -1.373, -1.543], [-1.277, 1.920, 0.530], [2.906, -0.227, 1.381], [-0.493, -0.433, 1.365], [-2.342, 0.507, 0.793], [2.183, 0.607, -1.689], [-2.134, 1.075, -0.739]]
}

Entry two
{
  "formula": "C6H8",
  "method": "ωB97M-V/def2-TZVPD",
  "charge": 0,
  "e_lumo_ha": -0.0004,
  "orbital_gap_ha": 0.350,
  "e_homo_ev": -9.5,
  "species": ["C", "C", "C", "C", "C", "C", "H", "H", "H", "H", "H", "H", "H", "H"],
  "positions_angstrom": [[0.211, -1.047, 0.607], [-0.093, 0.018, 1.133], [0.652, -2.303, -0.052], [-1.443, 2.028, -2.502], [-0.355, 1.371, -2.128], [-0.383, 1.182, 1.904], [0.527, 1.851, 1.795], [-0.180, -2.623, -0.641], [0.045, 0.779, -1.347], [0.978, -3.071, 0.595], [-0.521, 0.857, 2.953], [0.286, 1.469, -3.055], [1.458, -2.186, -0.787], [-1.181, 1.675, 1.527]]
}

The structure with the most favorable energy is entry two; the runner-up is 0.0261 hartree above it.

Entry one
{
  "formula": "C4H9IN2",
  "method": "ωB97M-V/def2-TZVPD",
  "charge": 0,
  "e_lumo_ha": 0.0284,
  "orbital_gap_ha": 0.339,
  "e_homo_ev": -8.5,
  "species": ["I", "N", "N", "C", "C", "C", "C", "H", "H", "H", "H", "H", "H", "H", "H", "H"],
  "positions_angstrom": [[-3.840, -0.098, 0.145], [1.124, 0.193, 1.552], [1.486, -0.961, 0.817], [-2.503, 2.528, 0.157], [0.990, -1.063, -0.381], [-2.406, 1.319, -0.347], [1.653, -2.143, -1.176], [2.717, -1.813, -1.400], [-1.884, 3.384, -0.005], [1.653, -3.171, -0.704], [0.516, 0.581, 0.817], [1.832, 0.925, 1.764], [-1.563, 1.052, -1.065], [2.279, -1.533, 1.166], [-3.230, 2.977, 0.913], [1.175, -2.178, -2.252]]
}

Entry two
{
  "formula": "C4H9IN2",
  "method": "ωB97M-V/def2-TZVPD",
  "charge": 0,
  "e_lumo_ha": [0.0290, 0.0290],
  "orbital_gap_ha": [0.274, 0.274],
  "e_homo_ev": [-6.7, -6.7],
  "species": ["I", "N", "N", "C", "C", "C", "C", "H", "H", "H", "H", "H", "H", "H", "H", "H"],
  "positions_angstrom": [[3.128, 0.010, -0.246], [-0.966, -2.660, 0.113], [-1.125, -1.222, -0.101], [-0.349, -0.332, 0.463], [1.236, 0.634, -0.845], [0.555, 1.781, -0.045], [-0.717, 1.185, 0.458], [-0.248, -3.063, -0.560], [0.090, -0.742, 1.348], [1.241, 2.217, 0.745], [0.624, 2.697, -0.792], [-0.539, -2.774, 1.004], [1.152, 0.318, -1.809], [-0.986, 1.600, 1.439], [-1.538, -1.059, -0.987], [-1.558, 1.408, -0.186]]
}

The structure with the most favorable energy is entry two; the runner-up is 0.0054 hartree above it.

Entry one
{
  "formula": "CH6NO2",
  "method": "ωB97M-V/def2-TZVPD",
  "charge": -1,
  "e_lumo_ha": 0.1741,
  "orbital_gap_ha": 0.285,
  "e_homo_ev": -3.0,
  "species": ["O", "O", "N", "C", "H", "H", "H", "H", "H", "H"],
  "positions_angstrom": [[-0.333, 0.409, -0.382], [1.492, 1.402, -2.050], [-0.823, -0.862, 1.665], [-0.507, -0.802, 0.181], [-1.616, -0.217, 1.748], [0.405, -1.448, 0.136], [-0.069, -0.239, 1.965], [1.854, 2.083, -1.466], [-1.266, -1.346, -0.419], [0.864, 1.019, -1.378]]
}

Entry two
{
  "formula": "CH6NO2",
  "method": "ωB97M-V/def2-TZVPD",
  "charge": -1,
  "e_lumo_ha": 0.1769,
  "orbital_gap_ha": 0.289,
  "e_homo_ev": -3.1,
  "species": ["O", "O", "N", "C", "H", "H", "H", "H", "H", "H"],
  "positions_angstrom": [[-0.981, -1.946, -1.948], [0.230, -0.074, -0.589], [0.558, 1.633, 1.029], [0.115, 0.261, 0.703], [-0.930, 0.213, 1.089], [-0.562, -2.521, -1.290], [1.539, 1.709, 0.776], [0.063, 2.218, 0.364], [-0.721, -1.075, -1.511], [0.688, -0.420, 1.377]]
}

Entry three
{
  "formula": "CH6NO2",
  "method": "ωB97M-V/def2-TZVPD",
  "charge": -1,
  "e_lumo_ha": 0.1678,
  "orbital_gap_ha": 0.248,
  "e_homo_ev": -2.2,
  "species": ["O", "O", "N", "C", "H", "H", "H", "H", "H", "H"],
  "positions_angstrom": [[1.038, -1.013, -1.947], [-0.800, 0.223, 1.948], [-0.359, 0.605, -0.308], [0.204, 0.249, 1.002], [0.894, 1.099, 1.313], [-1.534, 0.132, 1.349], [-1.336, 0.402, -0.270], [0.465, -0.396, -1.308], [0.808, -0.608, 1.017], [0.621, -0.694, -2.797]]
}

The structure with the most favorable energy is entry two; the runner-up is 0.0045 hartree above it.